C5H8O2 | the ωB97M-V functional and the def2-TZVPD basis

Positions of all 15 atoms, in Å:
O (-0.1848, -0.7188, 2.3850)
C (0.5596, -0.1300, 1.3489)
C (0.6429, -0.9090, 0.0072)
C (0.0955, 0.2811, -0.7615)
C (-0.8099, 0.2539, -1.8797)
O (-1.3472, -0.7726, -2.2659)
C (-0.0765, 1.0772, 0.5858)
H (-0.9830, -1.1111, 2.0060)
H (1.5305, 0.1024, 1.8010)
H (0.0580, -1.8317, -0.0478)
H (1.6641, -1.1124, -0.3181)
H (-0.9802, 1.2697, -2.3177)
H (0.6226, 0.3841, -2.0924)
H (-1.1508, 1.1496, 0.8403)
H (0.3591, 2.0675, 0.7090)

Properties
* charge: 0
* total energy: -9405.8734 eV
* energy above the lowest of the compared OMol25 structures with the same formula, charge and spin: 382.0 kJ/mol
* E_HOMO: -9.328 eV

Mulliken atomic charge list, values in e, 4 entries: -0.56 0.11 -0.75 0.32

C40H44BN13OSTi | the ωB97M-V functional and the def2-TZVPD basis

Positions of all 101 atoms, in Å:
Ti (0.5659, -0.4754, 0.4590)
C (-0.9020, -2.0010, 4.1973)
C (-1.4451, -3.2556, 3.9041)
C (-1.4272, -3.7049, 2.6106)
C (-0.8708, -2.9077, 1.5985)
N (-0.3408, -1.7085, 1.8911)
C (-0.3633, -1.2726, 3.1789)
N (-0.8613, -3.4299, 0.3355)
C (-0.7152, -2.7683, -0.7484)
N (-0.5711, -1.3734, -0.9612)
C (-0.7444, -1.1901, -2.3760)
N (-0.9809, -0.1545, -3.0690)
C (-1.0757, 1.1412, -2.5770)
C (-1.6858, 2.0901, -3.4033)
C (-1.7847, 3.3913, -2.9582)
C (-1.2547, 3.7148, -1.7125)
C (-0.6639, 2.7093, -0.9740)
N (-0.5853, 1.4395, -1.3825)
C (-0.7355, -2.5140, -3.0241)
C (-0.7957, -2.8588, -4.3650)
C (-0.8038, -4.2137, -4.6647)
C (-0.7858, -5.1835, -3.6561)
C (-0.7609, -4.8235, -2.3171)
C (-0.7235, -3.4679, -2.0373)
H (-0.8635, -1.6184, 5.2076)
H (-1.8620, -3.8725, 4.6899)
H (-1.8168, -4.6715, 2.3264)
H (0.1198, -0.3264, 3.3658)
H (-2.0779, 1.7710, -4.3594)
H (-2.2634, 4.1463, -3.5686)
H (-1.2912, 4.7247, -1.3264)
H (-0.2165, 2.9324, -0.0132)
H (-0.8431, -2.1040, -5.1396)
H (-0.8328, -4.5327, -5.6990)
H (-0.8033, -6.2304, -3.9315)
H (-0.7678, -5.5568, -1.5213)
B (2.6773, -2.4530, 2.5040)
N (2.6972, -2.7312, 0.9744)
C (3.4502, -3.6207, 0.3361)
C (3.2199, -3.5198, -1.0320)
C (2.2925, -2.5073, -1.1416)
N (1.9717, -2.0229, 0.0746)
N (2.7937, -0.8966, 2.6441)
C (3.5878, -0.2389, 3.4828)
C (3.4062, 1.1300, 3.3120)
C (2.4613, 1.2231, 2.3109)
N (2.0829, -0.0052, 1.9033)
H (3.6631, -2.9337, 2.9880)
H (1.6695, -2.8684, 3.0056)
H (4.1079, -4.2657, 0.8978)
H (3.6722, -4.0954, -1.8210)
H (1.8344, -2.1012, -2.0254)
H (4.2382, -0.7895, 4.1444)
H (3.9147, 1.9298, 3.8228)
H (2.0620, 2.0946, 1.8219)
C (3.1750, 1.2169, -5.4868)
C (1.8430, 1.0385, -4.7732)
N (1.9833, 0.6996, -3.3589)
C (2.2189, 1.5485, -2.3694)
S (2.3930, 0.9855, -0.7430)
N (2.3774, 2.8366, -2.6564)
C (2.6953, 3.9056, -1.7028)
C (4.1891, 4.0692, -1.4911)
H (3.0065, 1.4839, -6.5300)
H (3.7516, 0.2925, -5.4582)
H (3.7872, 2.0005, -5.0360)
H (1.2695, 0.2287, -5.2212)
H (1.2078, 1.9257, -4.8537)
H (1.9109, -0.2651, -3.0921)
H (2.4592, 3.0768, -3.6332)
H (2.1869, 3.6705, -0.7714)
H (2.2451, 4.8152, -2.0997)
H (4.6200, 3.1589, -1.0720)
H (4.3827, 4.8918, -0.8013)
H (4.6996, 4.2971, -2.4286)
C (-4.2117, 2.3670, 3.6919)
N (-2.8004, 2.2229, 3.3355)
N (-2.3717, 1.3557, 2.3693)
C (-1.0562, 1.5819, 2.1496)
O (-0.4559, 0.8578, 1.2599)
C (-0.6419, 2.6071, 2.9960)
C (-1.7680, 2.9878, 3.7143)
C (-1.9290, 4.0598, 4.7329)
C (-3.1682, 0.2838, 1.8403)
C (-3.7015, -0.6533, 2.7151)
C (-4.4308, -1.7103, 2.1944)
C (-4.5967, -1.8328, 0.8196)
C (-4.0450, -0.8925, -0.0383)
C (-3.3314, 0.1843, 0.4702)
H (-4.8186, 1.9523, 2.8938)
H (-4.4333, 3.4253, 3.7943)
H (-4.4286, 1.8483, 4.6232)
H (0.3445, 3.0237, 3.0854)
H (-0.9647, 4.5090, 4.9523)
H (-2.3442, 3.6649, 5.6607)
H (-2.5939, 4.8447, 4.3680)
H (-3.5404, -0.5621, 3.7829)
H (-4.8626, -2.4444, 2.8623)
H (-5.1611, -2.6644, 0.4174)
H (-4.1762, -0.9866, -1.1086)
H (-2.8875, 0.9207, -0.1856)

Properties
* charge: +2
* total energy: -98232.9999 eV
* energy above the lowest of the compared OMol25 structures with the same formula, charge and spin: 42.4 kJ/mol
* E_HOMO: -13.195 eV

Mulliken atomic charge list, values in e, 4 entries: -1.72 -1.10 -0.90 -0.70

C20H18N2O12Tb | the ωB97M-V functional and the def2-TZVPD basis

Positions of all 53 atoms, in Å:
Tb (0.1209, -0.2028, 0.0126)
O (-2.9858, -3.0471, 0.6794)
C (-2.1018, -2.2355, 0.8270)
O (-1.5108, -1.5550, -0.1432)
C (-1.5950, -1.9313, 2.2330)
C (-1.5097, -0.4308, 2.6082)
C (-1.5851, -0.2658, 4.1119)
C (-0.2290, -0.8836, 4.5592)
C (0.4586, -1.1652, 3.2231)
O (-0.0823, -0.0959, 2.3814)
C (-0.1141, -2.4205, 2.5590)
C (0.7310, -2.8816, 1.3678)
O (0.8428, -4.0643, 1.1375)
O (1.3005, -1.9037, 0.6831)
H (-2.2978, -2.4218, 2.9013)
H (-2.1291, 0.2346, 2.0161)
H (-1.6351, 0.7911, 4.3669)
H (-2.4561, -0.7722, 4.5273)
H (0.3467, -0.1827, 5.1617)
H (-0.3473, -1.8068, 5.1276)
H (1.5410, -1.1112, 3.2192)
H (-0.1402, -3.2620, 3.2469)
O (-3.5244, 2.5424, -4.2353)
C (-2.7506, 2.1680, -3.4023)
C (-2.9144, 2.2696, -1.8747)
O (-3.7830, 2.8695, -1.2899)
C (-1.7658, 1.5448, -1.3035)
C (-0.9098, 1.0895, -2.2991)
O (0.2190, 0.4563, -2.0648)
C (-1.4021, 1.4591, -3.6371)
O (-0.8604, 1.2993, -4.7035)
O (-1.5558, 1.3870, -0.0218)
C (1.2988, 3.3049, 0.0994)
O (0.7272, 2.2873, 0.9102)
H (0.9161, 4.2918, 0.3638)
H (1.1093, 3.1144, -0.9608)
H (2.3768, 3.3029, 0.2512)
H (-0.2321, 2.2768, 0.7136)
N (7.5218, -0.4920, 0.4698)
C (6.9038, 0.1467, -0.5665)
O (7.4983, 0.5394, -1.5483)
C (5.4052, 0.2684, -0.4479)
C (4.6547, 0.2082, -1.6052)
C (3.2738, 0.2788, -1.5028)
N (2.6485, 0.4358, -0.3360)
C (3.3790, 0.5283, 0.7721)
C (4.7585, 0.4422, 0.7682)
H (8.4967, -0.7066, 0.3456)
H (6.9835, -1.0392, 1.1173)
H (5.1365, 0.0961, -2.5668)
H (2.6277, 0.2113, -2.3704)
H (2.8294, 0.6960, 1.6918)
H (5.3035, 0.5359, 1.6991)

Properties
* 2S+1: 7
* charge: -1
* total energy: -71024.3175 eV
* ⟨S²⟩: 12.67
* energy above the lowest of the compared OMol25 structures with the same formula, charge and spin: 0.0 kJ/mol
* E_HOMO (alpha / beta): -5.161 / -5.141 eV

Mulliken atomic charge list, values in e, 4 entries: 0.68 -0.73 -0.01 -0.52